Entry 1:
Molecular formula: C5H6N2S
Method: DFT, ωB97M-V with the def2-TZVPD basis set

Geometry as XYZ:
```
14
Properties=species:S:1:pos:R:3:forces:R:3:nbo_charge:R:1
C 0.43388 -1.16714 -1.41137 0.3 -0.3 -0.2 -0.260
C 1.02673 -0.72865 -0.09818 0.4 -0.3 -0.2 -0.313
C -0.08898 1.43184 0.50225 0.3 0.1 0.0 0.104
C -1.30047 1.03946 0.93522 -0.8 0.4 0.2 -0.490
C -1.80073 -0.29518 0.96922 0.1 -0.3 0.0 0.256
H -0.57269 -0.80760 -1.58438 -0.2 0.1 -0.1 0.200
H 2.06835 -1.06121 -0.04497 -0.2 0.1 0.0 0.225
H 0.48143 -1.20834 0.70646 -0.1 -0.1 0.2 0.245
H 1.72518 1.23788 -0.31671 0.3 0.0 -0.2 0.401
H 0.08068 2.50990 0.51940 0.1 -0.3 -0.1 0.213
H -2.00400 1.82561 1.26139 0.5 -0.6 -0.2 0.254
N 0.98221 0.70120 0.07934 -0.6 0.6 0.2 -0.572
N -2.19821 -1.37954 0.98662 0.1 0.4 0.0 -0.348
S 1.16660 -2.09823 -2.50430 -0.2 0.3 0.4 0.086
```
Positions in Å, forces in eV/Å.

Properties
* frontier orbital gap: 8.333 eV
* ΔE to the lowest compared entry with this formula, charge and spin: 43.00 kcal/mol
* energy: -701.7704 Ha
* net charge: 0
* SMILES: N#C/C=C\NCC=S

=====

Entry 2:
Molecular formula: C27H39IN3OSiSn
Method: DFT, ωB97M-V with the def2-TZVPD basis set

Geometry as XYZ:
```
73
Properties=species:S:1:pos:R:3:forces:R:3:mulliken_charge:R:1
Sn -1.17359 0.48325 -3.67598 -0.1 0.0 -0.1 0.950
C 2.81107 1.16158 -4.06293 0.0 0.0 0.0 -1.475
C 2.33315 0.25084 -5.19213 0.0 0.0 0.0 0.232
C 3.49553 -0.57889 -5.75253 0.0 0.0 0.0 -1.535
C 1.21703 -0.68187 -4.77765 0.0 0.0 0.0 0.407
C 0.15183 -0.95457 -5.64757 0.0 0.0 0.0 -0.470
C -0.82659 -1.89983 -5.32663 0.0 0.0 0.0 -0.785
C -0.77587 -2.61834 -4.12724 0.0 0.0 0.0 0.992
C -1.80069 -3.66989 -3.80947 0.0 0.0 0.0 -1.366
C 0.27917 -2.33607 -3.25618 0.0 0.0 0.0 -1.077
C 1.24882 -1.38990 -3.56753 0.0 0.0 0.0 -0.055
H 3.56393 1.85466 -4.43814 0.0 0.0 0.0 0.433
H 3.28187 0.59417 -3.25925 0.0 0.0 0.0 0.361
H 1.99510 1.74973 -3.63404 0.0 0.0 0.0 0.270
H 1.94184 0.87448 -6.00308 0.0 0.0 0.0 0.214
H 3.91311 -1.22518 -4.97833 0.0 0.0 0.0 0.361
H 4.29001 0.07668 -6.10754 0.0 0.0 0.0 0.439
H 3.17576 -1.20805 -6.58307 0.0 0.0 0.0 0.391
H 0.11105 -0.44933 -6.60693 0.0 0.0 0.0 0.443
H -1.61609 -2.10839 -6.04018 0.0 0.0 0.0 0.635
H -2.74170 -3.22333 -3.48223 0.0 0.0 0.0 0.251
H -1.45306 -4.32923 -3.01713 0.0 0.0 0.0 0.404
H -2.01652 -4.27600 -4.68853 0.0 0.0 0.0 0.398
H 0.35455 -2.88303 -2.32425 0.0 0.0 0.0 0.423
H 2.06206 -1.22317 -2.87256 0.0 0.0 0.0 0.385
N -2.68765 2.23587 -2.46665 0.0 0.0 0.0 -0.522
C -3.02036 3.48196 -3.11651 0.0 0.0 0.0 0.844
C -2.06444 4.48608 -3.20123 0.0 0.0 0.0 -0.472
C -2.37167 5.67142 -3.85583 0.0 0.0 0.0 -0.586
C -3.62173 5.84858 -4.43645 0.0 0.0 0.0 -0.670
C -4.57529 4.84266 -4.33821 0.0 0.0 0.0 -0.598
C -4.27907 3.65905 -3.67426 0.0 0.0 0.0 -0.565
H -2.21796 2.42295 -1.58304 0.0 0.0 0.0 0.307
H -3.54271 1.73838 -2.22810 0.0 0.0 0.0 0.298
H -1.09341 4.35560 -2.73622 0.0 0.0 0.0 0.406
H -1.63818 6.46608 -3.89542 0.0 0.0 0.0 0.446
H -3.86235 6.77664 -4.93660 0.0 0.0 0.0 0.440
H -5.56110 4.98562 -4.76016 0.0 0.0 0.0 0.423
H -5.03559 2.88854 -3.57727 0.0 0.0 0.0 0.390
N 0.01061 3.84378 -6.23805 0.0 0.0 0.0 -0.309
C -0.82636 2.96121 -5.73788 0.0 0.0 0.0 0.720
O -0.46691 2.22660 -4.78385 0.0 0.0 0.0 -0.447
C -2.20666 2.92647 -6.34024 0.0 0.0 0.0 -0.842
I -3.18903 1.07028 -6.05404 0.0 0.0 0.0 0.191
H 0.92706 3.95440 -5.82621 0.0 0.0 0.0 0.284
H -0.24801 4.45565 -6.99728 0.0 0.0 0.0 0.228
H -2.18129 3.11127 -7.41122 0.0 0.0 0.0 0.658
H -2.82159 3.68374 -5.84892 0.0 0.0 0.0 0.150
C 3.27238 -2.33974 7.08908 0.0 0.0 0.0 -0.942
Si 1.57525 -1.57947 7.18459 0.0 0.0 0.0 0.074
C 1.51238 0.06745 8.04967 0.0 0.0 0.0 -0.907
C 0.76575 -1.51426 5.51589 0.0 0.0 0.1 -0.981
N 0.54696 -2.68201 8.18850 0.0 0.0 0.0 -0.336
C 0.66157 -3.13060 9.37955 0.0 0.0 0.0 0.385
C 1.77509 -2.83258 10.28063 0.0 0.0 0.0 0.428
C 1.80214 -3.35620 11.53231 0.0 0.0 0.0 -0.996
C 0.74455 -4.19322 11.95167 0.0 0.0 0.0 -0.018
C -0.35049 -4.51936 11.13760 0.0 0.0 0.0 -0.774
C -0.40023 -4.00358 9.87776 0.0 0.0 0.0 -0.009
H 3.85224 -1.81732 6.32468 0.0 0.0 0.0 0.338
H 3.21870 -3.38967 6.79537 0.0 0.0 0.0 0.357
H 3.83309 -2.27346 8.02200 0.0 0.0 0.0 0.347
H 2.06819 0.80225 7.46259 0.0 0.0 0.0 0.338
H 1.95360 0.04291 9.04680 0.0 0.0 0.0 0.338
H 0.48583 0.42630 8.13927 0.0 0.0 0.0 0.337
H 1.31198 -0.82041 4.87283 0.0 0.0 0.0 0.313
H -0.26495 -1.16515 5.59059 0.0 0.0 0.0 0.306
H 0.76423 -2.49268 5.03347 0.0 0.0 0.0 0.311
H 2.56709 -2.18787 9.92425 0.0 0.0 0.0 0.331
H 2.61539 -3.14607 12.21262 0.0 0.0 0.0 0.428
H 0.78394 -4.60337 12.95475 0.0 0.0 0.0 0.411
H -1.12995 -5.16569 11.51507 0.0 0.0 0.0 0.416
H -1.21277 -4.20934 9.19312 0.0 0.0 0.0 0.504
```
Positions in Å, forces in eV/Å.

Properties
* frontier orbital gap: 6.834 eV
* energy: -2092.4161 Ha
* net charge: +3

=====

Entry 3:
Molecular formula: C4H17N2O6
Method: DFT, ωB97M-V with the def2-TZVPD basis set

Geometry as XYZ:
```
29
Properties=species:S:1:pos:R:3:forces:R:3:nbo_charge:R:1
N -1.75664 2.34193 -1.15860 -1.7 1.3 3.8 -0.812
C -1.14938 2.08641 0.12937 -3.3 -1.9 6.6 -0.288
C 0.34894 1.75036 0.39085 -1.0 1.1 0.0 0.659
N 0.95185 0.83334 1.22223 1.8 -0.3 -0.6 -0.644
C 0.36312 -0.14117 2.17785 -2.0 0.9 -2.6 -0.291
C -0.40786 -1.40107 1.17706 1.3 3.3 3.3 0.026
O -1.08846 -0.69391 0.32269 -1.7 -0.6 -0.8 -0.870
O 0.99036 2.65124 -0.11037 2.3 0.4 -1.1 -0.674
H -1.63466 3.29745 -1.36508 -0.2 1.7 0.3 0.340
H -1.29499 2.00557 -1.88775 2.7 -3.2 -3.5 0.365
H -1.38295 2.96128 0.88229 1.0 -0.7 -2.0 0.186
H -1.83055 1.33080 0.91040 1.6 1.3 -3.0 0.190
H 2.02202 0.73107 0.99718 -3.0 0.5 0.6 0.406
H -0.43158 0.46009 2.73849 0.5 -1.2 -0.8 0.168
H 1.11683 -0.30315 2.89212 1.1 -0.9 0.9 0.180
H 0.31650 -2.05205 0.80347 1.7 -1.0 -1.0 0.116
H -0.86058 -1.91210 2.00120 -1.5 -0.8 0.5 0.106
H -2.55946 -1.87191 -1.20619 1.8 0.4 2.3 0.490
H -3.24398 -1.24289 -2.31014 -0.2 -0.1 -0.1 0.463
O -3.15147 -2.10004 -1.87888 -1.4 -0.2 -1.9 -0.959
H 2.52034 -1.93893 1.09215 -1.2 -0.8 0.3 0.516
H 1.81333 -3.10565 2.14842 0.4 1.4 -1.4 0.491
O 2.57804 -2.57935 1.82405 1.0 -0.6 0.9 -1.004
H 2.76987 -1.24153 -2.10448 1.0 -1.0 -1.3 0.447
H 1.64107 -0.36026 -1.77018 -0.8 -0.1 0.5 0.511
O 2.39973 -0.81766 -1.36564 0.1 0.8 1.2 -0.986
H -0.45158 -0.41326 -0.82227 -0.5 -0.8 -0.2 0.490
H -0.54668 -0.95050 -2.31480 -4.4 -6.0 -4.7 0.440
O -0.13549 -0.38379 -1.83947 4.8 6.8 3.9 -1.058
```
Positions in Å, forces in eV/Å.

Properties
* frontier orbital gap: 7.656 eV
* ΔE to the lowest compared entry with this formula, charge and spin: 135.08 kcal/mol
* energy: -723.4820 Ha
* net charge: -1

=====

Entry 4:
Molecular formula: C44H96N5O3
Method: DFT, ωB97M-V with the def2-TZVPD basis set

Geometry as XYZ:
```
148
Properties=species:S:1:pos:R:3:forces:R:3:mulliken_charge:R:1
N 0.24055 -0.89290 -0.12383 0.2 0.1 0.8 0.232
O 0.42165 -1.42786 -1.23624 -0.2 0.2 0.5 -0.690
O 0.78604 -1.38798 0.91380 -0.6 0.3 -0.8 -0.575
O -0.48943 0.12640 -0.01604 0.9 -0.6 0.1 -0.384
C -2.09163 3.18111 0.66167 0.1 0.0 -0.1 -1.256
C -1.91692 2.44999 2.00339 0.3 0.0 -0.3 0.507
C -0.55167 2.63601 2.69378 -0.4 0.1 0.4 0.062
C -0.22775 1.39713 3.51877 0.2 -0.6 -0.6 -0.613
N 1.05067 1.49442 4.32943 0.3 0.8 0.3 1.249
C 2.18979 1.88541 3.43990 1.6 -1.7 -0.3 -1.408
C 2.63533 0.58020 2.78332 -0.5 -0.8 -0.9 0.331
C 2.49329 -0.49088 3.86792 -0.5 1.0 1.1 -0.637
C 1.46382 0.14076 4.87145 0.5 -0.5 -0.2 -0.643
C 0.95340 2.54272 5.42320 -0.4 0.3 0.8 -1.292
C -0.04802 2.21363 6.53558 -0.6 0.0 -0.9 0.011
C -0.16454 3.36095 7.52941 2.0 -0.1 -0.4 -1.344
H -1.59236 4.15220 0.61842 0.2 -0.1 0.1 0.368
H -3.13394 3.40286 0.43261 -0.1 -0.2 0.2 0.399
H -1.72880 2.54720 -0.14867 0.2 0.1 0.0 0.071
H -1.90161 1.37988 1.78312 -0.7 0.0 0.0 -0.614
H -2.75375 2.72816 2.64171 0.1 -0.3 0.3 0.553
H -0.53343 3.47013 3.39759 -0.1 0.4 -0.4 0.243
H 0.19168 2.78679 1.91132 0.1 0.0 0.0 -0.536
H -0.08418 0.53562 2.85824 0.1 0.1 -0.1 -0.030
H -1.04461 1.11747 4.18266 0.1 0.2 0.2 0.506
H 3.08312 2.07156 4.03865 -0.5 0.9 0.5 0.605
H 1.97157 2.66734 2.72675 -0.2 0.2 0.4 0.512
H 3.66761 0.61187 2.43756 -0.1 0.3 -0.1 0.798
H 2.00179 0.30466 1.93534 0.1 0.1 0.0 -0.709
H 3.41617 -0.61491 4.43287 0.1 -0.1 -0.2 0.357
H 2.17165 -1.47070 3.53026 -0.1 0.1 -0.3 -0.046
H 1.92326 0.34653 5.83452 0.0 -0.2 0.0 0.537
H 0.61229 -0.51855 5.01576 -0.3 0.4 0.1 0.302
H 0.71460 3.48799 4.93760 -0.2 -0.1 -0.1 0.463
H 1.91124 2.74948 5.90683 0.3 -0.6 -0.4 0.629
H 0.24213 1.29198 7.04012 -0.1 0.0 -0.1 0.382
H -1.01535 2.09019 6.03818 -0.1 -0.4 0.4 0.174
H -0.66459 4.20985 7.07179 -0.5 0.0 0.5 0.360
H 0.87503 3.68361 7.69148 -0.1 0.3 0.2 0.345
H -0.46317 3.03286 8.51885 -0.8 0.2 -0.2 0.369
C 2.42936 0.55234 -3.86738 0.4 0.0 -0.1 -0.654
C 1.77398 1.51489 -2.90072 -1.0 0.1 0.0 1.026
C 2.73906 2.63742 -2.54475 -0.3 -0.4 0.8 -0.591
C 2.15973 3.51625 -1.46360 -0.6 0.8 1.1 -0.933
N 2.92007 4.78277 -1.15370 0.4 0.9 -1.2 0.689
C 3.13757 5.61020 -2.43267 -0.3 -0.6 -1.2 -0.885
C 3.21748 7.06033 -2.03001 0.1 0.3 -0.3 -0.733
C 2.20366 7.11485 -0.91101 -0.2 1.5 1.7 -0.749
C 2.16702 5.77214 -0.22546 0.1 -1.4 -0.5 -0.265
C 4.32756 4.50124 -0.58708 -1.3 0.4 -0.6 -1.198
C 4.32641 3.65079 0.67710 0.6 0.7 -0.5 0.595
C 5.68649 3.73847 1.36895 0.1 -0.2 -0.3 -1.625
H 1.77683 -0.23764 -4.23503 -0.2 0.6 0.1 -0.603
H 3.29194 0.04360 -3.42711 -0.1 0.1 0.3 0.539
H 2.85948 1.08524 -4.71917 -0.3 0.0 -0.1 0.369
H 1.32704 1.01404 -2.03438 0.6 -0.2 0.2 -0.599
H 0.86155 1.95207 -3.32727 0.5 0.2 -0.3 0.080
H 2.90709 3.19962 -3.46229 0.5 0.0 0.1 0.350
H 3.63298 2.16218 -2.13176 0.4 0.2 -0.5 0.351
H 2.10346 3.06370 -0.46975 0.0 -0.6 -0.3 0.057
H 1.13276 3.82240 -1.67958 0.1 0.1 -0.3 0.503
H 3.92099 5.18111 -3.05946 0.6 0.2 0.7 0.466
H 2.31726 5.47308 -3.14591 -0.6 -0.1 0.8 0.501
H 4.23179 7.39223 -1.80959 -0.1 -0.1 0.4 0.348
H 2.85395 7.72606 -2.81122 0.2 -0.2 -0.3 0.385
H 2.41640 7.82132 -0.10028 0.6 0.2 -0.3 0.338
H 1.24782 7.53369 -1.22819 -0.2 -0.8 -0.4 0.397
H 2.71565 5.77073 0.71236 -0.1 0.0 0.0 0.425
H 1.17034 5.36704 -0.05866 0.0 0.0 0.0 0.095
H 4.70035 5.52051 -0.49652 0.5 -0.2 0.4 0.579
H 4.83358 4.01956 -1.42098 0.3 -0.1 0.2 0.534
H 4.15143 2.62362 0.35408 -0.2 -0.1 0.3 0.216
H 3.56852 3.96237 1.39854 -0.2 0.0 -0.2 -0.066
H 6.05415 4.74483 1.57125 -0.5 0.2 0.2 0.376
H 6.46436 3.32597 0.72393 0.0 -0.4 0.2 0.410
H 5.57868 3.18760 2.30183 0.6 0.0 0.0 0.376
C -1.53258 1.05902 -3.12153 0.5 0.2 0.7 -1.024
C -2.82399 0.43365 -3.59937 0.2 -0.5 -2.1 -1.113
C -2.47700 -0.75955 -4.52063 0.7 -0.1 0.6 -1.498
C -2.12452 -1.99346 -3.69109 -2.2 -1.4 -0.8 0.295
N -1.21986 -3.02412 -4.35339 1.3 1.3 0.1 1.001
C -1.57194 -3.27739 -5.82175 -0.4 1.4 1.4 -0.769
C -2.76679 -4.16506 -5.70249 0.7 -2.0 -0.5 -0.518
C -2.28245 -5.19082 -4.66465 -0.8 -0.3 0.8 -0.815
C -1.35246 -4.39015 -3.69630 -0.5 -0.5 -1.6 -0.021
C 0.16622 -2.41889 -4.17979 0.7 -1.3 1.4 -0.264
C 1.34444 -3.30166 -4.65661 -0.2 1.7 -1.2 -0.615
C 2.67378 -2.68317 -4.21770 -0.8 -0.1 0.7 -1.508
H -1.69717 1.98221 -2.56384 0.0 0.0 0.1 0.414
H -0.80325 1.28648 -3.90400 -0.7 0.1 -0.5 0.689
H -0.91934 0.40333 -2.49002 -0.5 -0.1 0.3 0.236
H -3.38510 1.04429 -4.31195 0.2 0.7 0.4 0.566
H -3.56993 0.15304 -2.85920 0.4 -0.1 0.4 0.232
H -1.61712 -0.52732 -5.15425 -0.1 0.5 0.0 0.464
H -3.31739 -0.95131 -5.18819 0.1 -0.3 0.1 0.441
H -3.09639 -2.49812 -3.64725 0.1 -0.2 0.5 0.734
H -1.79835 -1.84299 -2.66637 0.5 0.3 -0.1 -0.720
H -0.67390 -3.73776 -6.22267 -0.3 -0.3 -0.3 0.662
H -1.79486 -2.34198 -6.33148 0.4 0.1 0.1 0.333
H -2.87545 -4.59535 -6.70073 -0.6 -0.2 0.2 0.455
H -3.71274 -3.80041 -5.31315 0.1 0.9 -0.5 0.254
H -1.76275 -6.05791 -5.07043 0.3 0.3 -0.3 0.356
H -3.10419 -5.66136 -4.12104 -0.1 0.3 0.0 0.413
H -0.44528 -4.97400 -3.80609 0.5 0.8 0.8 0.448
H -1.71013 -4.25697 -2.68215 0.1 -0.1 0.1 -0.200
H 0.26667 -2.20704 -3.10988 -0.1 -0.4 -0.1 0.305
H 0.19266 -1.41496 -4.60055 -0.2 -0.3 -0.6 0.181
H 1.27911 -3.16894 -5.74131 0.4 -0.7 -0.1 0.380
H 1.41362 -4.35867 -4.41100 -0.8 0.0 0.2 0.448
H 2.69432 -2.69434 -3.12315 0.3 -0.2 0.0 0.295
H 2.71613 -1.62046 -4.45510 0.6 -0.8 -0.6 0.324
H 3.45431 -3.32026 -4.62177 0.4 0.5 0.0 0.530
C -3.46461 -0.25305 -0.28457 -1.0 0.7 1.0 -0.688
C -4.14642 -1.61090 -0.34570 1.6 0.2 -0.8 -1.188
C -3.17955 -2.76213 0.03548 -0.5 0.3 -0.3 0.697
C -2.45038 -2.53950 1.33136 0.6 -0.6 1.3 -0.396
N -1.83780 -3.82002 1.94220 -0.4 0.8 -1.1 0.886
C -0.94475 -4.49074 0.91731 -0.3 -0.8 0.5 -0.371
C 0.04807 -5.24421 1.77866 0.5 0.0 -1.1 -0.945
C 0.41548 -4.23147 2.85797 1.2 0.2 -0.5 -0.547
C -0.86904 -3.43550 3.06274 -0.7 -0.2 0.5 -0.038
C -2.94633 -4.76887 2.37701 0.1 0.8 0.8 -0.942
C -4.08845 -4.12504 3.19406 0.6 0.1 -0.2 -0.005
C -4.92993 -5.18985 3.86234 0.3 -1.7 0.5 -1.371
H -4.16207 0.50367 -0.65607 0.2 0.0 -0.4 0.698
H -2.49525 -0.15773 -0.76843 -0.1 -0.2 0.1 -0.226
H -3.40813 0.04766 0.76896 0.6 -0.1 0.0 0.351
H -4.34781 -1.77576 -1.40810 -0.7 -0.2 0.2 0.309
H -5.05196 -1.56220 0.25419 -0.1 -0.4 -0.1 0.483
H -2.40369 -2.84380 -0.72932 -0.2 -0.1 -0.2 -0.957
H -3.79502 -3.66354 0.00632 0.3 -0.2 0.3 0.582
H -3.08898 -2.15319 2.12518 0.0 0.2 -0.1 0.484
H -1.55604 -1.91949 1.25554 -0.4 0.4 -0.4 -0.627
H -1.54511 -5.15365 0.29649 -0.1 0.1 0.0 0.348
H -0.41121 -3.78364 0.28116 -0.3 0.5 0.3 0.052
H -0.35606 -6.18446 2.14932 0.0 0.1 0.1 0.304
H 0.85615 -5.46394 1.07731 0.3 -0.3 0.5 0.542
H 0.93492 -4.66701 3.71264 -1.0 -0.3 0.5 0.545
H 1.24289 -3.59781 2.52242 -0.5 0.3 -0.6 0.056
H -1.31302 -3.69203 4.02458 -0.3 0.1 -0.1 0.502
H -0.80775 -2.35511 2.96150 0.6 0.0 0.3 -0.201
H -2.43947 -5.44651 3.05973 -0.2 -0.6 -0.4 0.692
H -3.34369 -5.21299 1.47072 0.1 -0.4 0.1 0.325
H -4.70775 -3.47786 2.57309 0.0 0.0 0.0 0.151
H -3.65760 -3.51169 3.98915 0.1 0.2 -0.1 0.322
H -5.18818 -4.95010 4.89236 -0.6 0.5 -0.3 0.343
H -4.38009 -6.12655 4.04131 0.5 0.3 -0.2 0.380
H -5.76543 -5.58846 3.28836 -0.3 0.7 0.0 0.359
```
Positions in Å, forces in eV/Å.

Properties
* frontier orbital gap: 10.035 eV
* ΔE to the lowest compared entry with this formula, charge and spin: 59.92 kcal/mol
* energy: -2232.5673 Ha
* net charge: +3

=====

| no. | LUMO level (eV) |
| --- | --- |
| 1 | -0.42 |
| 2 | -8.91 |
| 3 | 3.45 |
| 4 | -5.40 |